C50H112As5F30N2P2 | ωB97M-V with the def2-TZVPD basis set

Summary:
HOMO in eV: -9.3455
E_tot in a.u.: -16940.1251
Total charge: -1

The geometry in XYZ format:
```
201
Properties=species:S:1:pos:R:3:forces:R:3
C -0.633928 -5.669747 25.593372 -0.3 0.7 -0.9
C -1.098181 -4.386182 26.301665 -0.8 -0.4 -0.8
C -0.052805 -3.956061 27.297506 0.8 1.4 -0.6
N -0.531327 -2.922251 28.321391 1.3 -0.7 1.0
C 0.650100 -2.733013 29.248355 -1.6 -1.6 -0.4
C 0.352100 -1.736949 30.286344 1.9 2.3 1.5
C -0.031576 -0.328233 29.739131 0.2 -0.4 -0.9
C -1.179644 -0.570321 28.778186 0.3 1.2 0.4
C -0.866455 -1.556253 27.757312 -0.3 -2.6 -2.7
C -1.618219 -3.571953 29.140501 0.2 -0.8 -2.7
H -0.467560 -6.469663 26.258138 -0.1 -1.0 1.0
H 0.309044 -5.571389 25.068494 0.3 0.5 -0.2
H -1.358241 -5.994008 24.838140 0.0 0.1 0.2
H -2.081820 -4.603075 26.766504 0.7 0.1 0.1
H -1.343004 -3.614912 25.552965 0.4 -0.1 0.3
H 0.864588 -3.492922 26.777058 -1.4 -0.6 0.7
H 0.306308 -4.807676 27.876464 -0.1 0.1 0.1
H 1.475302 -2.458416 28.562680 0.0 -0.5 0.9
H 0.630144 -3.711588 29.805300 1.3 0.6 -0.9
H 1.404233 -1.713878 30.735786 -1.6 0.4 0.4
H -0.404711 -2.035008 31.047476 0.8 0.1 -0.5
H 0.775880 0.193653 29.171592 -0.2 -0.5 0.6
H -0.425619 0.350343 30.481241 0.4 0.0 0.6
H -1.563381 0.327132 28.301864 0.2 0.3 -0.2
H -2.006284 -0.902206 29.340050 -1.3 -0.6 0.8
H 0.038731 -1.359794 27.131119 -0.8 0.3 0.3
H -1.752751 -1.778021 27.104550 0.8 0.6 0.3
H -1.682303 -3.251605 30.128184 0.3 0.6 1.6
H -1.486826 -4.667402 29.003743 -0.3 0.8 0.5
H -2.479865 -3.219893 28.628306 -1.4 -0.2 -0.2
C -4.924564 -9.293717 32.423705 0.4 2.3 0.9
C -5.655372 -8.150397 31.661149 1.3 -0.2 -0.3
C -5.137766 -6.814840 32.222977 -1.5 -0.2 -1.0
N -5.198321 -5.696880 31.173625 1.5 -0.1 0.5
C -6.377105 -5.764996 30.300753 1.1 0.5 -2.1
C -6.410550 -4.595648 29.297973 -0.2 1.1 0.7
C -6.602729 -3.254281 30.102713 -0.3 -1.5 -0.3
C -5.359913 -3.123560 30.984280 0.5 -0.6 -0.1
C -5.197638 -4.367963 31.908171 0.5 0.6 -0.3
C -3.974000 -5.864335 30.305416 -0.3 0.6 0.6
H -4.711171 -9.203222 33.510637 -0.5 0.8 -0.5
H -3.963008 -9.410497 31.982083 0.9 0.0 -0.5
H -5.363667 -10.207301 32.387072 -1.7 -2.7 -0.6
H -6.727401 -8.082857 31.595087 -0.6 -0.6 0.8
H -5.408767 -8.313534 30.590129 0.4 0.3 0.6
H -4.138593 -6.913755 32.600370 0.6 0.3 -0.1
H -5.795961 -6.532944 33.045563 0.0 0.1 -0.1
H -7.214955 -5.721952 30.918315 -1.6 -0.1 0.9
H -6.327586 -6.674478 29.711329 -0.1 -0.3 0.3
H -7.263241 -4.770163 28.648801 -0.3 0.0 0.0
H -5.533132 -4.471944 28.614849 -0.7 -0.4 0.7
H -7.571272 -3.332625 30.688120 1.1 0.2 -0.4
H -6.705370 -2.461771 29.369629 0.2 0.4 0.2
H -5.347886 -2.211456 31.590069 -0.1 -0.5 0.0
H -4.430039 -3.078479 30.366221 -0.8 0.2 0.2
H -6.001314 -4.437450 32.619723 -0.5 0.0 0.2
H -4.261901 -4.354848 32.475856 -0.1 0.2 -0.1
H -4.023506 -6.856699 29.867676 0.2 0.1 -0.2
H -3.086748 -5.744812 30.913204 0.1 -0.2 0.2
H -3.992984 -5.044618 29.596945 0.1 -0.4 -0.3
C -9.800924 -1.623715 22.679235 -0.2 -0.1 0.6
C -10.155010 -3.053247 22.194614 0.5 0.2 1.6
C -8.864742 -3.832636 21.879558 -0.4 1.1 -2.5
C -7.815967 -3.851102 22.953793 1.4 -0.9 -0.2
P -8.073723 -4.896701 24.401084 1.5 -1.5 0.0
C -9.226460 -6.300682 24.099871 0.9 1.2 -0.9
C -8.718124 -7.445258 23.231006 -0.4 0.2 -0.9
C -9.790028 -8.559357 23.204161 1.9 -1.0 1.3
C -9.463161 -9.872363 22.443951 -0.4 -0.8 0.5
C -6.470275 -5.797922 24.726586 -0.6 1.2 2.1
C -6.702383 -6.534449 26.088083 0.4 -0.4 -1.1
C -5.639379 -7.611718 26.335350 -0.1 1.0 1.4
C -4.241425 -7.037351 26.207843 1.6 -0.5 0.7
C -8.540138 -3.938701 25.855912 0.0 0.1 0.8
C -10.003811 -3.440633 25.866544 0.6 0.7 0.7
C -10.443488 -3.235781 27.341356 1.9 -0.7 0.3
C -9.601968 -2.259796 28.251371 0.1 -0.8 -2.5
H -10.535500 -0.815073 22.619463 -0.6 -0.7 0.3
H -9.054754 -1.226100 22.054554 1.4 0.4 -0.9
H -9.360155 -1.625246 23.705530 -0.5 0.0 -0.8
H -10.854168 -3.112521 21.378043 -0.1 0.2 -0.4
H -10.647265 -3.528283 23.046680 -0.3 -0.3 -0.1
H -8.373149 -3.274202 21.016924 -0.5 -0.5 0.9
H -9.083182 -4.805843 21.382529 0.1 0.3 0.9
H -7.567063 -2.863822 23.380163 0.0 -0.4 -0.5
H -6.873164 -4.289511 22.479693 -1.0 0.7 0.8
H -10.072273 -5.850588 23.636376 -1.0 0.3 -0.5
H -9.580327 -6.609577 25.041787 -0.3 -0.6 1.2
H -7.730171 -7.760267 23.512776 0.2 -0.8 0.7
H -8.495449 -7.084381 22.229135 -0.4 0.3 -0.4
H -10.738202 -8.177241 22.922735 -0.9 0.5 -0.4
H -9.875183 -8.821845 24.291704 -0.2 -0.1 -0.8
H -8.474439 -10.301437 22.658431 0.1 0.6 -0.1
H -9.631318 -9.926745 21.354341 0.1 0.6 0.4
H -10.110362 -10.663426 22.866394 -0.1 0.4 -0.3
H -5.608431 -5.114731 24.829582 -0.6 0.0 -0.2
H -6.241216 -6.555152 24.020915 0.0 -0.4 -1.2
H -7.699293 -6.968424 26.050394 0.0 -0.1 0.2
H -6.674349 -5.789232 26.846451 0.0 0.5 0.8
H -5.749033 -8.384332 25.635483 -0.2 -1.1 -1.4
H -5.796455 -8.154390 27.306379 0.2 0.8 -0.5
H -3.932138 -6.266917 26.941720 -0.6 -0.4 0.0
H -4.026826 -6.576667 25.257256 -0.3 0.1 -0.6
H -3.468247 -7.832473 26.275826 -0.5 0.3 0.2
H -7.834849 -3.072249 26.008648 -0.5 -1.0 -0.4
H -8.432021 -4.605533 26.749569 0.1 0.4 -0.8
H -10.708451 -4.096856 25.379968 -0.1 -0.5 0.0
H -10.052015 -2.515815 25.289862 -0.1 0.2 0.3
H -10.501433 -4.255411 27.822185 0.5 0.8 -0.3
H -11.437898 -2.957503 27.342020 -2.2 0.9 -0.1
H -9.573301 -1.219055 27.967986 -0.6 0.4 -0.6
H -8.553529 -2.508225 28.182960 0.3 -0.5 0.5
H -9.982167 -2.293232 29.223334 -0.3 -0.3 1.7
C -13.838479 -2.320341 31.031609 2.7 -0.8 -1.4
C -13.427150 -2.985665 29.690802 0.3 1.5 -0.2
C -14.359718 -4.119097 29.286016 0.7 -1.3 1.9
C -14.306150 -5.279219 30.426216 0.6 1.2 -1.1
P -13.748682 -6.859735 29.829872 1.6 0.0 -0.3
C -12.295673 -6.673253 28.797744 1.4 0.6 -0.1
C -11.500159 -7.907270 28.353903 -2.3 -0.5 0.8
C -10.222778 -7.486326 27.744718 0.1 0.6 -0.4
C -9.204094 -8.567556 27.785925 2.1 -0.5 -0.1
C -13.546926 -8.111648 31.146982 1.3 0.7 -0.1
C -14.022279 -7.667237 32.547215 1.8 1.3 -1.0
C -14.233941 -8.785313 33.479050 0.1 -2.4 -0.2
C -12.992156 -9.586200 33.825177 0.7 -1.6 0.4
C -14.950397 -7.354645 28.672379 -2.1 0.6 -1.3
C -14.870917 -8.572311 27.770955 0.1 0.1 0.2
C -16.021981 -8.606131 26.789259 -1.1 0.2 0.7
C -15.917101 -9.795527 25.926329 -1.6 -1.7 -0.5
H -14.831321 -2.051554 30.982946 -2.3 0.4 0.5
H -13.229947 -1.458909 31.154251 0.3 1.3 -0.2
H -13.468695 -2.870520 31.876123 -0.7 -0.9 0.5
H -12.338097 -3.237262 29.799922 -1.0 -0.4 -0.4
H -13.470230 -2.205318 28.860754 0.1 -0.8 1.0
H -14.043586 -4.492839 28.337143 0.0 -0.4 -0.7
H -15.400430 -3.811044 29.209219 0.1 0.3 -0.1
H -15.268518 -5.433363 30.884539 -0.4 0.1 0.3
H -13.570684 -4.984571 31.173091 -0.2 0.0 0.2
H -11.478334 -6.075901 29.240956 -1.0 0.3 0.4
H -12.653013 -6.139759 27.914176 -0.1 0.1 -0.1
H -12.174292 -8.602848 27.845701 0.6 0.1 -0.8
H -11.261209 -8.468432 29.222960 0.4 -0.5 1.2
H -9.909134 -6.659863 28.364946 0.5 0.4 0.0
H -10.410729 -7.082666 26.759806 0.1 0.0 -0.4
H -9.569029 -9.461886 27.333203 -0.6 -1.0 0.0
H -8.848857 -8.801070 28.824815 -0.4 0.2 -0.9
H -8.307716 -8.393102 27.141335 -0.5 0.3 0.8
H -12.472268 -8.424001 31.158370 -0.7 0.5 0.1
H -14.049849 -8.938919 30.719322 -0.9 -1.2 -0.1
H -14.952347 -7.127835 32.435948 -0.2 0.5 0.2
H -13.172696 -7.003606 32.899037 -1.3 -0.4 -0.1
H -14.994150 -9.448498 33.049384 0.0 -0.1 0.0
H -14.629424 -8.487005 34.401100 -0.8 1.0 1.3
H -12.591968 -10.190966 32.962319 0.0 1.0 0.7
H -13.096295 -10.361012 34.639174 -0.7 0.7 -0.8
H -12.273560 -8.926993 34.312849 0.5 0.1 -0.7
H -15.177301 -6.538860 27.939126 1.0 -0.1 0.6
H -15.872263 -7.265280 29.228814 -0.8 -0.8 0.5
H -14.714805 -9.539943 28.264349 -0.5 0.1 0.3
H -13.996571 -8.475747 27.155568 0.5 0.2 -0.4
H -16.058927 -7.778700 26.099749 0.6 0.9 0.1
H -17.058240 -8.554122 27.243300 1.1 -0.3 0.1
H -16.056848 -10.741446 26.465856 -0.4 0.1 0.1
H -15.008567 -9.972487 25.411734 1.2 0.6 -0.5
H -16.699074 -9.686944 25.168319 0.1 -0.5 -0.1
As -10.024851 -6.161882 32.356845 1.7 1.0 -1.0
F -9.664884 -4.411756 32.281448 -0.2 -1.2 0.7
F -8.371768 -6.468401 32.935391 -1.1 0.2 -0.2
F -10.295061 -7.884014 32.206417 -0.2 0.4 0.3
F -11.574362 -5.784434 31.678490 -0.8 -0.2 0.0
F -9.473490 -6.198333 30.689940 0.4 -0.3 -0.1
F -10.724076 -6.114322 33.921633 0.3 0.0 0.1
As -13.665823 -5.834097 24.629705 0.5 -1.6 0.2
F -12.095901 -5.829396 25.423160 0.0 0.8 -0.4
F -13.583065 -4.137026 24.276620 0.3 -0.6 -0.3
F -15.244058 -6.033322 24.007529 -0.3 0.1 -0.3
F -13.595672 -7.554037 25.090811 -0.6 0.5 -0.1
F -14.422653 -5.399958 26.182347 0.5 -0.3 -0.4
F -12.984537 -6.360020 23.053375 -0.2 1.0 1.3
As -0.618163 -7.825695 29.231553 -0.2 0.5 -1.3
F -0.788426 -6.929293 30.781559 0.3 -0.9 -1.3
F -2.048691 -8.786984 29.581054 0.1 0.6 -0.1
F -0.448205 -8.576092 27.608251 -0.3 0.7 1.1
F 0.841209 -6.817556 28.835238 -1.4 -0.8 0.6
F 0.275467 -9.126334 29.842059 0.9 0.1 0.7
F -1.691324 -6.635722 28.479982 0.4 0.0 0.2
As -2.820728 -1.575581 33.474999 1.4 -0.4 0.9
F -3.008839 0.085290 33.052131 0.1 0.4 0.4
F -2.627727 -1.203732 35.145236 -0.1 0.0 -0.2
F -2.672051 -3.330913 33.886815 0.0 1.4 -0.8
F -2.968539 -1.853646 31.783691 0.4 -1.0 -0.8
F -0.999463 -1.433939 33.251568 -1.9 -0.4 0.2
F -4.560419 -1.737841 33.614143 0.4 0.0 0.2
As -4.934450 -1.815117 26.039791 -0.2 -1.3 0.7
F -6.489890 -1.157932 26.486467 0.4 0.1 -0.2
F -5.702122 -2.424228 24.560623 0.3 0.6 0.1
F -3.460723 -2.651083 25.576919 0.0 0.5 0.1
F -4.300745 -1.324332 27.608902 0.1 -0.2 -0.6
F -5.385886 -3.333675 26.746399 -0.4 -0.5 0.4
F -4.326032 -0.403983 25.340544 -0.2 0.7 -0.5
```
Forces are in eV/Å.